{"formula": "C3H7O3", "method": "wB97M-V/def2-TZVPD", "total_energy_ha": -344.24989, "e_lumo_ha": 0.152, "total_charge": -1, "molar_mass_g_mol": 91.09, "orbital_gap_ha": 0.3160, "relative_energy_ev": 1.642, "species": ["O", "C", "O", "C", "C", "H", "H", "H", "H", "H", "H", "H", "O"], "xyz": [[0.45132, -0.71985, 2.55015], [0.60395, -0.13534, 1.46622], [1.68579, -0.15416, 0.78534], [-0.67899, 0.42850, 0.67642], [-1.30429, -0.32884, -0.56516], [-1.40093, 0.59119, 1.44532], [-0.10414, 1.33244, 0.41532], [-0.97191, -1.40060, -0.73190], [-2.31454, -0.43276, -0.74227], [-1.00408, 0.27581, -1.41969], [1.81436, 0.96281, -1.40489], [1.44027, -0.44574, -0.74335], [1.78321, 0.02653, -1.73148]], "forces_ev_per_a": [[-0.35, 1.04, 0.21], [-0.45, -3.23, -1.12], [-0.69, 0.49, 0.45], [1.34, -0.41, 0.47], [3.58, -0.30, -0.15], [-0.61, 0.46, 0.40], [-1.37, 0.36, -0.65], [0.32, 1.30, 0.36], [-2.72, 0.35, 0.90], [0.41, -0.48, -0.34], [0.07, -1.41, -0.38], [1.79, 2.16, -2.58], [-1.32, -0.33, 2.43]], "mulliken_charge": [-0.711, 0.558, -0.760, -0.554, -0.951, 0.303, 0.241, 0.245, 0.428, 0.284, 0.273, 0.395, -0.752]}